# 1
The following is a DFT calculation (ωB97M-V with the def2-TZVPD basis set) of an isolated molecule of C12H20N2 at a distorted geometry.

Geometry as ORCA input:
```
! wB97M-V def2-TZVPD RIJCOSX def2/J DEFGRID3
* xyz 0 1
C 2.27 -0.70 2.38
H -2.71 0.91 -2.31
C -0.57 -0.75 0.55
H -1.89 0.01 -3.61
H 0.55 0.06 -3.14
H 2.04 2.35 2.79
H -1.18 -1.27 1.36
C -0.91 1.56 1.75
H -2.04 -0.03 -0.22
C 0.00 0.49 -2.26
C -2.38 -0.10 -2.63
H -1.77 1.53 1.16
C 0.00 0.37 1.54
N 0.58 1.91 5.36
H -3.15 -0.82 -2.59
C 1.15 1.66 4.42
H 2.04 -1.65 2.83
H 0.74 0.48 -1.49
H -0.61 -2.09 -3.36
C 2.95 0.40 3.30
H -1.04 1.72 2.85
H -1.29 -2.80 -1.92
H -0.35 1.47 -2.44
N -1.39 -0.65 -0.57
H 0.38 -2.12 -1.96
C -1.07 -0.56 -1.93
H 2.75 -0.84 1.44
H -0.39 2.53 1.48
H 0.42 -1.28 0.23
H 3.18 0.00 4.27
C 1.78 1.32 3.18
C -0.62 -1.93 -2.37
H 3.97 0.75 3.00
C 1.17 0.37 2.17
*
```

Results
Frontier orbital gap ... 9.15 eV
HOMO level ... -8.48 eV
ΔE to the lowest compared entry with this formula, charge and spin ... 436.56 kJ/mol
SMILES ... C/C(CNC(C)(C)C)=C1/CC[C@@H]1C#N
F_max ... 0.11711 Eh/bohr

These are the Löwdin partial charges, in e, on atoms 1 to 4: number 1, C, carries -0.07; number 2, H, carries 0.09; number 3, C, carries -0.18; number 4, H, carries 0.09

---

# 2
The following is a DFT calculation (ωB97M-V with the def2-TZVPD basis set) of an isolated molecule of C3H9N3O at a distorted geometry.

Geometry as ORCA input:
```
! wB97M-V def2-TZVPD RIJCOSX def2/J DEFGRID3
* xyz 0 1
N -1.65 -1.82 0.07
H -0.57 1.34 -1.56
C 0.63 -0.04 0.96
O 0.29 2.25 1.10
H -1.76 -2.69 0.59
H 0.95 2.24 -1.42
C 0.44 1.12 0.33
H -0.38 -1.16 -1.29
H 0.73 -0.02 2.04
H 0.99 0.49 -1.63
H 1.08 -2.00 0.95
H -1.88 -1.02 0.66
H 0.23 3.02 0.52
C 0.45 1.31 -1.16
N -0.36 -1.77 -0.48
N 0.81 -1.27 0.30
*
```

Results
Frontier orbital gap ... 8.71 eV
HOMO level ... -7.90 eV
ΔE to the lowest compared entry with this formula, charge and spin ... 319.29 kJ/mol
SMILES ... C/C(O)=C\NNN
F_max ... 0.03209 Eh/bohr

These are the Löwdin partial charges, in e, on atoms 1 to 4: number 1, N, carries -0.02; number 2, H, carries 0.09; number 3, C, carries -0.14; number 4, O, carries 0.02

---

# 3
The following is a DFT calculation (ωB97M-V with the def2-TZVPD basis set) of a cluster of 2 separate species, C4H9ClO2 in total at a distorted geometry.

Geometry as ORCA input:
```
! wB97M-V def2-TZVPD RIJCOSX def2/J DEFGRID3
* xyz 0 1
O -1.34 0.00 -0.52
H -0.77 1.80 0.08
H 1.77 0.48 -1.48
H -0.35 -2.14 -0.99
H 1.98 1.57 1.12
O 1.78 1.62 0.16
H -0.49 -0.11 1.43
H -2.52 1.64 0.52
Cl 2.75 -0.77 0.14
C -1.62 1.38 -0.32
C -0.27 -2.02 0.14
C -0.41 -0.56 0.32
H 0.78 -2.40 0.48
H -1.93 1.79 -1.30
C 1.71 0.38 -0.45
H -1.06 -2.69 0.68
*
```

Results
Frontier orbital gap (spin up / spin down) ... 8.03 / 8.12 eV
HOMO level (spin up / spin down) ... -7.21 / -7.29 eV
ΔE to the lowest compared entry with this formula, charge and spin ... 397.71 kJ/mol
F_max ... 0.09330 Eh/bohr

These are the Löwdin partial charges, in e, on atoms 1 to 4: number 1, O, carries -0.19; number 2, H, carries 0.02; number 3, H, carries 0.05; number 4, H, carries 0.10

---

# 4
The following is a DFT calculation (ωB97M-V with the def2-TZVPD basis set) of an isolated molecule of C4H5NO2.

Geometry as ORCA input:
```
! wB97M-V def2-TZVPD RIJCOSX def2/J DEFGRID3
* xyz 0 1
C -0.77 -0.71 0.54
O -1.12 -1.41 -1.79
H 0.93 0.67 -1.94
C 0.04 0.21 1.14
H 0.80 1.20 2.59
H 1.47 1.56 0.35
N 0.79 0.83 0.19
O 0.15 0.51 2.46
C 0.46 0.32 -1.05
C -0.50 -0.64 -0.85
H -1.47 -1.36 1.02
H -0.78 -1.18 -2.66
*
```

Results
Frontier orbital gap ... 8.11 eV
HOMO level ... -7.54 eV
ΔE to the lowest compared entry with this formula, charge and spin ... 97.30 kJ/mol
SMILES ... Oc1c[nH]c(O)c1
F_max ... 0.01243 Eh/bohr

These are the Löwdin partial charges, in e, on atoms 1 to 4: number 1, C, carries 0.04; number 2, O, carries 0.05; number 3, H, carries 0.11; number 4, C, carries -0.38

---

# 5
The following is a DFT calculation (ωB97M-V with the def2-TZVPD basis set) of a structure of composition C31H28GeN5SSn.

Geometry as ORCA input:
```
! wB97M-V def2-TZVPD RIJCOSX def2/J DEFGRID3
* xyz 1 1
C -1.76 1.01 -4.70
C 2.25 -3.18 3.19
H 2.08 -3.86 4.01
H 0.36 0.87 -5.14
C -2.68 1.37 0.09
C -4.59 1.20 -1.39
C 1.08 0.82 2.92
H 3.54 2.98 2.18
H -1.39 -2.01 0.79
H -2.13 0.24 2.89
H 3.50 1.86 3.55
N 1.58 1.76 0.85
C 0.02 -2.11 -1.67
H -1.95 -3.46 -4.08
H 0.97 0.87 -2.73
C 2.04 1.50 2.02
H 2.12 -1.70 -1.91
N 2.33 2.48 -0.04
H 4.34 -2.94 3.61
H 2.22 -2.51 -4.23
C 3.73 -1.80 1.90
C -5.44 1.38 -0.31
H 0.80 -0.95 5.77
H 2.87 -0.77 0.24
H -5.01 1.06 -2.37
C -0.06 0.93 -3.04
N -0.98 0.99 -2.08
C 1.40 -1.96 1.28
H 2.51 0.14 4.35
C -4.93 1.57 0.96
H -2.07 1.01 -5.73
C -1.12 0.22 3.27
C 3.52 -2.66 2.97
C -0.41 0.93 -4.38
C 2.68 -1.45 1.07
H -6.51 1.38 -0.48
N 2.14 4.05 -1.68
C 1.28 -2.53 -3.69
H -3.18 1.73 2.15
C 0.14 -3.02 -4.31
S -0.14 3.54 -0.43
C -3.20 1.21 -1.20
Sn -0.56 1.13 0.23
H 1.64 4.83 -2.06
H 3.15 4.05 -1.73
H 0.19 -3.38 -5.32
Ge -0.10 -1.45 0.15
C -2.70 1.09 -3.69
H 4.72 -1.40 1.71
H -3.75 1.16 -3.94
H 0.21 -3.24 2.54
C 1.47 0.18 4.08
C -3.56 1.56 1.15
C 1.20 -2.83 2.35
C 1.57 3.31 -0.71
N -0.21 0.85 2.53
H -2.06 -2.66 -1.76
C 0.51 -0.44 4.87
C 3.39 1.94 2.48
H 4.16 1.35 1.99
C -1.06 -3.07 -3.61
C -0.81 -0.42 4.46
C -1.12 -2.62 -2.30
H -1.59 -0.89 5.03
C 1.22 -2.07 -2.38
H -5.60 1.73 1.80
C -2.28 1.08 -2.37
*
```

Results
Frontier orbital gap ... 7.67 eV
HOMO level ... -10.82 eV
F_max ... 0.00970 Eh/bohr

These are the Löwdin partial charges, in e, on atoms 1 to 4: number 1, C, carries -0.03; number 2, C, carries -0.08; number 3, H, carries 0.11; number 4, H, carries 0.12

---

# 6
The following is a DFT calculation (ωB97M-V with the def2-TZVPD basis set) of a structure of composition C4H12N2 at a distorted geometry.

Geometry as ORCA input:
```
! wB97M-V def2-TZVPD RIJCOSX def2/J DEFGRID3
* xyz 0 1
C -1.07 -0.18 -1.24
H 0.97 1.65 0.79
C 0.31 -0.75 -1.13
H -1.21 0.58 -0.28
H -1.25 0.03 -2.26
C 0.23 -0.08 1.55
H 0.54 -1.76 -1.61
H -0.48 1.73 -1.79
H 0.35 -0.83 2.44
H -0.94 0.09 1.51
H 0.01 -1.90 0.53
H -1.94 -0.81 -1.06
H 0.99 0.01 -1.45
H 1.82 -1.19 0.37
H 0.74 1.79 2.39
N -0.71 1.53 -0.79
C 0.65 -1.01 0.34
N 0.98 1.10 1.67
*
```

Results
Frontier orbital gap ... 9.47 eV
HOMO level ... -8.57 eV
ΔE to the lowest compared entry with this formula, charge and spin ... 567.71 kJ/mol
F_max ... 0.06653 Eh/bohr

These are the Löwdin partial charges, in e, on atoms 1 to 4: number 1, C, carries -0.20; number 2, H, carries 0.06; number 3, C, carries -0.27; number 4, H, carries 0.02

---

# 7
The following is a DFT calculation (ωB97M-V with the def2-TZVPD basis set) of a cluster of 3 separate species, C20H26F3N3O8 in total at a distorted geometry.

Geometry as ORCA input:
```
! wB97M-V def2-TZVPD RIJCOSX def2/J DEFGRID3
* xyz 0 1
H -0.46 -4.19 1.43
H -0.47 0.40 -1.64
C -2.22 -2.38 -0.75
C -1.04 -3.19 -0.33
H -3.88 -0.12 -1.13
F 4.12 -2.62 -1.19
C 1.59 3.69 -1.03
H -4.88 1.77 5.75
H 1.26 -4.50 0.01
O 5.74 4.83 -0.78
O -3.29 -2.89 -0.97
H 1.86 4.20 -1.93
H -0.35 2.83 -1.56
O 0.77 -1.73 -2.86
C 1.41 -3.55 -0.49
H 6.53 4.13 -3.14
H 1.93 -2.90 0.21
C 0.13 -1.73 -1.85
C 0.14 -2.87 -0.86
C 1.57 2.82 1.05
C -3.92 2.24 5.57
O -4.13 1.04 3.60
H -2.21 -4.21 1.17
H -2.52 -5.32 -1.33
C 2.33 3.59 0.19
N 0.41 2.42 0.43
C 5.62 3.67 -2.77
H -0.48 0.55 0.87
C -1.96 -0.92 -0.93
C -3.02 0.03 -0.47
H -2.65 1.67 1.59
N 5.05 4.59 -1.75
H 4.89 3.55 -3.56
H -3.59 2.06 -0.66
H -4.01 3.32 5.54
H 1.87 2.57 2.05
O -2.36 2.24 3.87
H -3.34 -0.21 0.55
O -1.06 -5.61 0.14
C -2.04 2.06 0.78
O 3.93 5.03 -1.93
H -2.07 1.76 -1.40
H -2.07 3.14 0.82
F 3.81 -4.54 -0.25
O 2.25 -3.74 -1.64
H -3.19 1.93 6.30
C -0.79 -0.62 -1.48
H -0.45 1.74 2.14
C -0.61 1.62 1.07
F 4.17 -4.42 -2.38
H 5.82 2.73 -2.28
C 3.56 -3.83 -1.37
N -3.43 1.80 4.23
H -1.70 -6.87 -1.30
C -2.65 1.52 -0.52
C 0.43 2.96 -0.83
H 3.29 4.03 0.40
H -0.83 -5.48 -1.93
C -1.24 -4.30 0.67
C -1.55 -5.80 -1.17
*
```

Results
Frontier orbital gap ... 7.10 eV
HOMO level ... -7.96 eV
ΔE to the lowest compared entry with this formula, charge and spin ... 0.00 kJ/mol
SMILES ... COCC1=C(COC(F)(F)F)C(=O)C=C(CCCCn2cccc2)C1=O.C[N+](=O)[O-].C[N+](=O)[O-]
F_max ... 0.02852 Eh/bohr

These are the Löwdin partial charges, in e, on atoms 1 to 4: number 1, H, carries 0.13; number 2, H, carries 0.11; number 3, C, carries -0.30; number 4, C, carries -0.08